DFT (ωB97M-V with the def2-TZVPD basis set) results for a cluster of 10 separate species, C56H85N10O3 in total.

CARTESIAN COORDINATES (ANGSTROEM)
C 2.689 -1.519 2.549
C 2.266 -1.569 1.032
C 3.340 -0.980 0.061
C 3.543 0.578 0.166
C 2.195 1.373 0.396
C 2.583 2.883 0.590
C 1.445 3.906 0.236
C 0.024 3.523 0.789
C -1.099 3.765 -0.312
C -2.204 2.649 -0.295
C -3.583 3.112 0.341
C -4.818 2.854 -0.607
C -5.429 1.405 -0.511
N -4.482 0.576 0.286
O -6.671 1.308 0.166
C -7.697 2.103 -0.434
C -9.062 1.351 -0.214
C -8.813 -0.128 -0.770
C -9.334 1.166 1.338
C -9.388 2.515 2.132
C -10.672 0.316 1.526
C -5.452 0.722 -1.959
O -5.703 1.382 -2.998
O -5.230 -0.537 -2.078
H 3.689 -1.066 2.727
H 1.917 -0.952 3.132
H 2.664 -2.553 2.981
H 1.267 -1.100 0.895
H 2.157 -2.654 0.766
H 4.311 -1.488 0.305
H 3.139 -1.211 -1.016
H 4.262 0.800 0.989
H 3.991 0.934 -0.793
H 1.742 1.023 1.358
H 1.517 1.190 -0.468
H 2.992 3.030 1.616
H 3.427 3.087 -0.125
H 1.733 4.881 0.716
H 1.468 4.099 -0.861
H -0.194 4.229 1.638
H -0.043 2.501 1.223
H -1.498 4.806 -0.289
H -0.560 3.670 -1.294
H -2.394 2.174 -1.284
H -1.833 1.824 0.372
H -3.507 4.234 0.421
H -3.737 2.747 1.378
H -5.537 3.682 -0.417
H -4.428 3.014 -1.642
H -5.026 -0.263 0.512
H -3.730 0.288 -0.346
H -7.568 2.291 -1.525
H -7.670 3.106 0.070
H -9.908 1.861 -0.733
H -8.172 -0.040 -1.684
H -9.770 -0.644 -1.013
H -8.236 -0.653 0.027
H -8.513 0.549 1.785
H -8.520 3.186 1.961
H -9.353 2.242 3.223
H -10.376 3.010 1.977
H -11.227 0.775 2.382
H -10.462 -0.760 1.694
H -11.283 0.484 0.602
N -1.093 1.377 4.645
C -1.250 0.425 5.614
C -0.013 0.146 6.137
C 0.926 0.967 5.458
C 0.228 1.717 4.547
H -1.836 1.768 4.089
H -2.225 0.028 5.847
H 0.196 -0.567 6.919
H 1.992 1.004 5.621
H 0.556 2.460 3.837
N 5.286 -3.352 -2.435
C 5.089 -4.295 -1.459
C 6.309 -4.612 -0.925
C 7.282 -3.829 -1.598
C 6.621 -3.060 -2.521
H 4.564 -2.939 -2.999
H 4.098 -4.657 -1.232
H 6.485 -5.327 -0.137
H 8.346 -3.828 -1.426
H 6.983 -2.334 -3.231
N -7.270 -1.575 -4.258
C -8.561 -1.968 -4.475
C -8.924 -1.561 -5.735
C -7.804 -0.900 -6.299
C -6.800 -0.928 -5.362
H -6.741 -1.733 -3.410
H -9.110 -2.502 -3.716
H -9.886 -1.721 -6.198
H -7.739 -0.454 -7.279
H -5.794 -0.542 -5.386
N 4.812 1.533 9.913
C 3.525 1.128 9.676
C 3.171 1.556 8.423
C 4.290 2.242 7.880
C 5.286 2.209 8.821
H 5.328 1.361 10.757
H 2.975 0.572 10.418
H 2.217 1.394 7.947
H 4.355 2.706 6.909
H 6.287 2.608 8.809
N -3.577 3.220 -4.198
C -2.599 3.260 -5.151
C -2.275 4.576 -5.375
C -3.088 5.358 -4.516
C -3.878 4.491 -3.802
H -4.013 2.377 -3.839
H -2.219 2.352 -5.590
H -1.537 4.935 -6.075
H -3.094 6.434 -4.431
H -4.627 4.670 -3.048
N 2.080 -4.612 -3.352
C 1.676 -5.744 -4.004
C 0.330 -5.637 -4.240
C -0.094 -4.388 -3.714
C 1.007 -3.777 -3.175
H 3.019 -4.424 -3.051
H 2.379 -6.525 -4.241
H -0.283 -6.373 -4.735
H -1.094 -3.984 -3.729
H 1.122 -2.825 -2.682
N 1.412 5.933 6.895
C 1.065 6.631 5.769
C 1.645 6.010 4.694
C 2.366 4.892 5.190
C 2.200 4.870 6.550
H 1.130 6.166 7.831
H 0.438 7.506 5.831
H 1.562 6.323 3.664
H 2.940 4.184 4.612
H 2.574 4.193 7.300
N 11.484 -3.740 -1.411
C 11.175 -3.038 -2.545
C 11.744 -3.685 -3.611
C 12.417 -4.826 -3.101
C 12.237 -4.834 -1.743
H 11.200 -3.491 -0.480
H 10.581 -2.140 -2.494
H 11.682 -3.375 -4.642
H 12.971 -5.557 -3.668
H 12.578 -5.520 -0.985
N 5.287 -8.272 -4.132
C 6.294 -8.287 -5.059
C 6.645 -6.988 -5.321
C 5.822 -6.157 -4.517
C 4.998 -6.977 -3.794
H 4.832 -9.085 -3.757
H 6.672 -9.217 -5.451
H 7.409 -6.668 -6.012
H 5.834 -5.079 -4.475
H 4.231 -6.756 -3.070

Computed properties:
Kohn-Sham gap, eV: 6.9
Net charge: -1
E_HOMO, eV: -5.104